Entry 1:
Here is a structure of composition CO3S from the OMol25 dataset. Energies are from ωB97M-V with the def2-TZVPD basis set.

Calculated values
- energy (Ha) = -661.97146
- energy relative to the best compared isomer or geometry (same formula, charge and spin) (kJ/mol) = 45.7
- M (g mol⁻¹) = 92.075

Geometry as XYZ:
```
5
Properties=species:S:1:pos:R:3:forces:R:3
C 1.3081 0.2978 -0.2167 -0.182 1.953 0.095
O 2.2047 -0.3468 -0.2106 1.981 -1.476 -0.010
O -1.8226 1.0251 0.2314 -0.619 1.567 -0.104
O -0.7034 -1.0244 0.5542 0.277 -0.668 -0.417
S -0.9868 0.0483 -0.3583 -1.458 -1.376 0.437
```
Forces are in eV/Å.

Partial atomic charges computed with the natural (NBO) method, in multiples of e: C 0.47; O -0.43; O -0.85; O -0.88; S 1.68

=====

Entry 2:
Here is a cluster of 2 separate species, CO4S in total from the OMol25 dataset. Energies are from ωB97M-V with the def2-TZVPD basis set.

Calculated values
- energy (Ha) = -737.27869
- energy relative to the best compared isomer or geometry (same formula, charge and spin) (kJ/mol) = 12.1
- M (g mol⁻¹) = 108.074

Geometry as XYZ:
```
6
Properties=species:S:1:pos:R:3:forces:R:3
C -1.8166 -0.0027 -0.2024 1.220 -0.778 -1.432
O 0.9228 0.8942 0.0167 0.362 -1.182 0.917
O -2.1677 0.5961 0.7034 -0.904 0.830 1.352
O 2.8662 -0.6224 -0.0138 -2.392 0.325 1.447
O -1.3755 -0.5951 -1.1004 -0.435 -0.078 0.054
S 1.5708 -0.2701 0.5964 2.148 0.882 -2.338
```
Forces are in eV/Å.

Partial atomic charges computed with the natural (NBO) method, in multiples of e: C 1.03; O -0.82; O -0.50; O -0.80; O -0.53; S 1.62

=====

Entry 3:
Here is a cluster of 2 separate species, CO4S in total from the OMol25 dataset. Energies are from ωB97M-V with the def2-TZVPD basis set.

Calculated values
- energy (Ha) = -737.24966
- energy relative to the best compared isomer or geometry (same formula, charge and spin) (kJ/mol) = 88.4
- M (g mol⁻¹) = 108.074

Geometry as XYZ:
```
6
Properties=species:S:1:pos:R:3:forces:R:3
C -1.1786 -0.0312 0.0488 -0.855 0.600 3.639
O 0.4690 0.4754 -0.9648 2.431 0.570 -0.883
O -0.8518 0.3126 1.1182 -0.231 0.176 -0.111
O 1.5940 -0.5197 0.9211 0.541 -1.283 1.775
O -1.7422 -0.4331 -0.8500 -1.594 -1.218 -2.498
S 1.7096 0.1960 -0.2733 -0.292 1.155 -1.922
```
Forces are in eV/Å.

Partial atomic charges computed with the natural (NBO) method, in multiples of e: C 1.02; O -0.84; O -0.56; O -0.79; O -0.52; S 1.70

=====

Entry 4:
Here is a cluster of 2 separate species, CO4S2 in total from the OMol25 dataset. Energies are from ωB97M-V with the def2-TZVPD basis set.

Calculated values
- energy (Ha) = -1135.42137
- energy relative to the best compared isomer or geometry (same formula, charge and spin) (kJ/mol) = 30.6
- SMILES string = O=S(=O)=S.O=C=O
- M (g mol⁻¹) = 140.141

Geometry as XYZ:
```
7
Properties=species:S:1:pos:R:3:forces:R:3
C 0.2264 -0.2059 1.9860 -0.084 -1.378 -0.515
O 0.2871 -0.2221 3.1466 -0.032 0.611 -0.997
O 0.9158 -0.6128 -2.0215 1.515 -2.166 -0.843
O 0.1527 -0.3595 0.8205 0.581 0.457 2.670
O -1.4496 -0.5667 -1.1331 1.999 0.601 -1.158
S 0.0510 1.9125 -1.3063 -0.437 -0.039 -0.071
S -0.1834 0.0544 -1.4921 -3.543 1.913 0.914
```
Forces are in eV/Å.

Partial atomic charges computed with the natural (NBO) method, in multiples of e: C 1.06; O -0.48; O -0.82; O -0.58; O -0.81; S -0.31; S 1.94

=====

Entry 5:
Here is a cluster of 2 separate species, CO5S in total from the OMol25 dataset. Energies are from ωB97M-V with the def2-TZVPD basis set.

Calculated values
- energy (Ha) = -812.48545
- energy relative to the best compared isomer or geometry (same formula, charge and spin) (kJ/mol) = 26.7
- SMILES string = O=S(=O)=O.O=C=O
- M (g mol⁻¹) = 124.073

Geometry as XYZ:
```
7
Properties=species:S:1:pos:R:3:forces:R:3
C 1.7092 -0.0113 0.0912 -2.878 0.144 4.150
O 2.7083 0.0189 -0.4364 1.749 -0.041 -1.980
O -2.1730 1.0970 0.5402 0.868 -0.583 -0.956
O -0.6538 0.2019 -1.2104 0.703 0.452 -1.879
O -2.0100 -1.3123 0.1847 0.673 0.993 -0.627
O 0.8008 -0.0129 0.8631 1.520 -0.166 -1.576
S -1.5756 0.0085 -0.1837 -2.636 -0.798 2.869
```
Forces are in eV/Å.

Partial atomic charges computed with the natural (NBO) method, in multiples of e: C 1.05; O -0.46; O -0.81; O -0.85; O -0.82; O -0.58; S 2.47

=====

Entry 6:
Here is a structure of composition CO6S2 from the OMol25 dataset. Energies are from ωB97M-V with the def2-TZVPD basis set.

Calculated values
- energy (Ha) = -1285.85061
- energy relative to the best compared isomer or geometry (same formula, charge and spin) (kJ/mol) = 122.6
- M (g mol⁻¹) = 172.139

Geometry as XYZ:
```
9
Properties=species:S:1:pos:R:3:forces:R:3
C -1.5259 -0.3173 0.1399 -1.375 -0.048 -0.216
O 0.6918 1.2818 0.9762 0.598 0.520 0.800
O 2.1352 0.6287 -1.1398 0.486 -0.285 1.411
O -1.6182 0.9939 0.4174 0.533 0.829 -0.402
O -0.3654 -0.3341 -0.5831 0.462 -1.078 -1.000
O 1.6942 -1.1848 0.3572 0.421 -1.303 0.955
O -2.2685 -1.1999 0.3537 0.236 -0.015 0.110
S -0.0007 1.2095 -0.2873 -3.067 1.049 0.468
S 2.3547 0.0552 0.2138 1.705 0.332 -2.128
```
Forces are in eV/Å.

Partial atomic charges computed with the natural (NBO) method, in multiples of e: C 0.95; O -0.92; O -0.93; O -0.63; O -0.66; O -0.82; O -0.50; S 1.79; S 1.72

=====

Entry 7:
Here is a structure of composition Ca2I from the OMol25 dataset. Energies are from ωB97M-V with the def2-TZVPD basis set.

Calculated values
- energy (Ha) = -1651.79010
- energy relative to the best compared isomer or geometry (same formula, charge and spin) (kJ/mol) = 176.6
- charge = +3
- M (g mol⁻¹) = 207.060

Geometry as XYZ:
```
3
Properties=species:S:1:pos:R:3:forces:R:3
Ca -1.8318 0.0453 0.6262 -2.094 -0.141 1.387
Ca 0.9703 0.3778 -1.7351 1.701 0.035 -0.852
I 0.8615 -0.4231 1.1089 0.393 0.106 -0.535
```
Forces are in eV/Å.

Partial atomic charges computed with the natural (NBO) method, in multiples of e: Ca 1.83; Ca 1.85; I -0.68

=====

Entry 8:
Here is a structure of composition CaCs4O20PdS5 from the OMol25 dataset. Energies are from ωB97M-V with the def2-TZVPD basis set.

Calculated values
- energy (Ha) = -4382.31419
- charge = -2
- spin multiplicity = 3
- M (g mol⁻¹) = 1158.433

Geometry as XYZ:
```
31
Properties=species:S:1:pos:R:3:forces:R:3
Pd -2.1670 1.7446 2.4608 0.272 -0.061 -0.085
Ca -0.0773 -0.3975 0.5674 0.199 -1.493 -1.219
Cs -1.4789 1.9078 -1.2363 -0.775 0.470 -1.614
Cs 1.6354 0.5720 3.7254 0.470 -0.105 -0.163
Cs -4.3990 -2.0574 -1.7290 0.538 -0.148 -0.467
Cs 2.6234 -2.2826 -1.4284 -0.293 -0.200 -0.303
S -0.9931 -1.8812 -2.6757 0.968 1.743 -2.831
O -1.6886 -3.1519 -2.8167 -0.563 -1.174 0.878
O -0.3330 -1.7169 -1.3301 -0.621 0.127 1.050
O 0.0995 -1.7655 -3.6778 -0.727 -0.153 0.864
O -2.0314 -0.8002 -2.9026 0.765 -0.176 0.903
S 2.7148 -2.3796 2.1650 -1.297 0.082 -1.474
O 1.6545 -1.4181 1.5260 -0.269 0.054 -0.371
O 2.9399 -3.4574 1.1605 0.004 0.806 1.362
O 3.8619 -1.5581 2.4515 1.711 0.889 -0.359
O 2.1285 -2.7732 3.4221 -0.943 -1.217 1.192
S 2.6196 1.1588 -2.1898 -0.964 0.397 -0.390
O 2.4677 2.2860 -3.2244 -0.571 0.253 0.582
O 1.3857 0.7783 -1.5192 -0.395 0.241 -0.118
O 3.1393 0.0845 -2.9612 1.054 -1.797 -1.251
O 3.5826 1.7421 -1.3010 0.995 1.036 1.026
S -3.9976 0.0995 0.8013 0.016 -1.769 1.719
O -3.7970 0.4755 2.3007 0.073 0.591 -1.684
O -4.4374 1.2107 -0.0499 -0.023 -0.277 0.609
O -2.6395 -0.3599 0.2771 -0.507 0.228 0.853
O -4.9535 -1.0577 0.8611 1.109 1.669 -0.535
S 0.4851 3.0420 1.4629 -2.743 0.887 -1.264
O 1.8485 3.2784 1.7634 1.690 -0.095 1.332
O -0.1273 4.1122 0.6765 -0.039 -0.312 0.032
O 0.3165 1.7507 0.7169 0.470 -0.508 0.927
O -0.3825 2.8140 2.7035 0.399 0.009 0.799
```
Forces are in eV/Å.

Partial atomic charges computed with the Löwdin method, in multiples of e: Pd 0.73; Ca 1.31; Cs 1.32; Cs 1.16; Cs 1.23; Cs 1.29; S 0.18; O -0.47; O -0.65; O -0.42; O -0.62; S 0.15; O -0.79; O -0.55; O -0.41; O -0.42; S 0.17; O -0.14; O -0.47; O -0.43; O -0.21; S 0.23; O -0.52; O -0.43; O -0.67; O -0.56; S 0.16; O -0.33; O -0.40; O -0.84; O -0.60

=====

Entry 9:
Here is a structure of composition CaH2O from the OMol25 dataset. Energies are from ωB97M-V with the def2-TZVPD basis set.

Calculated values
- energy (Ha) = -753.38812
- energy relative to the best compared isomer or geometry (same formula, charge and spin) (kJ/mol) = 18.9
- charge = +2
- M (g mol⁻¹) = 58.093

Geometry as XYZ:
```
4
Properties=species:S:1:pos:R:3:forces:R:3
O 1.4413 -0.2809 1.6743 -0.477 0.763 -0.314
H 2.4144 -0.1361 1.6555 -0.532 -0.221 -0.005
H 1.1681 -0.0128 2.5807 0.280 -0.325 -0.435
Ca -0.1939 0.0363 -0.2261 0.728 -0.217 0.754
```
Forces are in eV/Å.

Partial atomic charges computed with the natural (NBO) method, in multiples of e: O -1.07; H 0.55; H 0.54; Ca 1.98

=====

Entry 10:
Here is a structure of composition CaI from the OMol25 dataset. Energies are from ωB97M-V with the def2-TZVPD basis set.

Calculated values
- energy (Ha) = -975.08433
- energy relative to the best compared isomer or geometry (same formula, charge and spin) (kJ/mol) = 3.8
- charge = +1
- M (g mol⁻¹) = 166.982

Geometry as XYZ:
```
2
Properties=species:S:1:pos:R:3:forces:R:3
Ca 0.0950 -0.7915 -1.1420 -0.054 0.460 0.662
I -0.0950 0.7915 1.1420 0.054 -0.460 -0.662
```
Forces are in eV/Å.

Partial atomic charges computed with the natural (NBO) method, in multiples of e: Ca 1.74; I -0.74